1.
Molecular formula: C10H16O
Method: DFT, ωB97M-V/def2-TZVPD

Geometry as XYZ:
```
27
Properties=species:S:1:pos:R:3:nbo_charge:R:1
C 2.12 0.80 -2.88 -0.613
C 2.30 1.41 -1.47 -0.419
C 1.56 0.72 -0.37 -0.065
C 2.01 0.78 0.95 -0.159
C 1.22 0.35 2.00 -0.269
C 0.16 -0.50 1.70 0.301
O -0.59 -0.89 2.78 -0.671
C -0.18 -0.79 0.39 -0.293
C 0.46 -0.10 -0.62 -0.186
H 2.26 -0.27 -2.85 0.218
H 2.55 1.47 -3.63 0.221
H 1.07 0.82 -3.21 0.192
H 3.36 1.36 -1.34 0.210
H 2.15 2.49 -1.55 0.210
H 2.86 1.43 1.12 0.205
H 1.41 0.70 3.00 0.227
H -1.21 -1.57 2.50 0.474
H -1.04 -1.44 0.26 0.206
H 0.03 -0.10 -1.61 0.211
C -3.92 -0.45 -0.10 -0.607
C -3.50 -1.09 -1.42 -0.610
H -4.36 0.52 -0.31 0.210
H -4.71 -0.99 0.42 0.198
H -3.09 -0.48 0.61 0.202
H -4.35 -1.29 -2.07 0.207
H -2.85 -1.96 -1.35 0.200
H -2.89 -0.33 -1.92 0.201
```

The calculation puts the LUMO energy at 0.84 eV. As for the energy above the lowest of the compared OMol25 structures with the same formula, charge and spin: 137.9 kJ/mol. As for the structure (SMILES): CCc1ccc(O)cc1.CC. The HOMO-LUMO gap is 9.225 eV. As for the molar mass: 152.237 g mol⁻¹. Its charge is 0.

2.
Molecular formula: C10H16O
Method: DFT, ωB97M-V/def2-TZVPD

Geometry as XYZ:
```
27
Properties=species:S:1:pos:R:3:nbo_charge:R:1
C -1.54 -0.18 2.61 -0.633
C -0.30 -0.40 1.81 -0.046
C 0.60 0.68 2.02 -0.171
C 1.85 0.82 1.36 -0.282
C 2.18 -0.25 0.59 0.281
O 3.39 -0.44 -0.15 -0.724
C 1.48 -1.46 0.64 -0.260
C 0.25 -1.57 1.34 -0.197
H -1.36 0.19 3.67 0.217
H -2.20 -0.95 2.72 0.213
H -2.23 0.57 2.22 0.220
H 0.31 1.54 2.63 0.206
H 2.51 1.65 1.76 0.238
H 3.39 0.14 -0.99 0.486
H 2.16 -2.28 0.42 0.236
H -0.31 -2.48 1.53 0.219
C -2.13 0.44 -2.59 -0.626
C -1.02 0.56 -1.54 -0.381
C 0.42 0.29 -2.26 -0.629
H -2.39 -0.56 -2.99 0.219
H -1.93 1.24 -3.43 0.188
H -2.90 1.00 -2.12 0.211
H -1.10 1.48 -0.95 0.207
H -1.32 -0.44 -0.81 0.192
H 0.26 -0.54 -3.02 0.202
H 0.74 1.09 -2.91 0.204
H 1.21 -0.12 -1.57 0.210
```

The calculation puts the LUMO energy at 0.89 eV. As for the energy above the lowest of the compared OMol25 structures with the same formula, charge and spin: 327.1 kJ/mol. As for the structure (SMILES): Cc1ccc(O)cc1.CCC. The HOMO-LUMO gap is 9.546 eV. As for the molar mass: 152.237 g mol⁻¹. Its charge is 0.